Record 1
Formula: C12H16FeN4SSi
Source: the OMol25 dataset
Level of theory: the ωB97M-V functional and the def2-TZVPD basis

Values from the calculation:
HOMO-LUMO gap (spin up / spin down): 7.543 / 6.468 eV
Relative energy (zero: lowest compared OMol25 entry of this formula, charge and spin): 11.2 kcal per mole
E_LUMO (spin up / spin down): -4.34 / -5.42 eV
Expectation value of S²: 8.78
Charge: +1
2S+1: 6
E_tot: -2636.9966 Eh

Geometry as XYZ:
```
35
C12H16FeN4SSi, DFT the ωB97M-V functional and the def2-TZVPD basis
Fe -0.689 -0.818 -1.346
N 1.847 -3.894 -3.324
C 1.200 -2.799 -2.933
S -0.265 -3.006 -1.980
N 1.617 -1.616 -3.280
N 0.934 -0.569 -2.842
C 1.076 0.599 -3.401
C 0.177 1.640 -3.018
C 0.237 2.935 -3.552
C -0.760 3.836 -3.245
C -1.767 3.453 -2.361
C -1.728 2.180 -1.822
N -0.813 1.279 -2.163
H 1.505 -4.802 -3.064
H 2.674 -3.814 -3.892
H 1.804 0.762 -4.189
H 1.050 3.199 -4.208
H -0.762 4.822 -3.683
H -2.567 4.124 -2.104
H -2.464 1.853 -1.098
C 0.102 -2.416 4.201
Si -0.157 -0.610 3.622
C 1.287 0.491 4.205
C -1.837 0.073 4.217
C -0.178 -0.645 1.752
C -0.189 -0.708 0.531
H 0.109 -2.466 5.285
H 1.046 -2.807 3.837
H -0.693 -3.057 3.836
H 1.334 0.508 5.290
H 1.164 1.512 3.859
H 2.238 0.123 3.835
H -1.875 0.072 5.302
H -2.665 -0.528 3.855
H -1.992 1.093 3.880
```

Record 2
Formula: C17H33NO4PS2
Source: the OMol25 dataset
Level of theory: the ωB97M-V functional and the def2-TZVPD basis

Values from the calculation:
HOMO-LUMO gap: 7.393 eV
E_LUMO: 2.80 eV
Charge: -1
E_tot: -2160.7681 Eh

Geometry as XYZ:
```
58
C17H33NO4PS2, DFT the ωB97M-V functional and the def2-TZVPD basis
C -2.527 -2.265 0.871
C -1.680 -2.378 -0.269
C -0.254 -3.054 -0.370
P 1.316 -2.000 -0.007
S 3.206 -1.151 0.657
S 0.927 -2.406 2.101
C 0.369 -0.305 0.029
C 1.271 1.013 -0.149
C 1.712 1.812 1.160
C 1.132 1.389 2.564
C 0.037 2.423 3.193
C -1.426 1.823 2.913
C -1.865 2.249 1.398
C -3.203 3.116 1.485
O -3.632 3.718 0.227
C -2.915 3.213 -0.892
C -3.185 1.828 -1.627
O -1.960 3.913 -1.313
N 1.745 -1.689 -1.710
C 0.830 -1.884 -2.768
C 1.012 -3.238 -3.660
O -0.068 -1.127 -3.238
C 3.153 -1.892 -2.069
C 3.969 -0.630 -2.677
O 3.791 -2.969 -2.010
H -3.616 -2.601 0.734
H -2.264 -1.810 1.873
H -2.121 -1.964 -1.252
H -0.297 -3.798 0.519
H -0.143 -3.824 -1.227
H 2.050 -3.261 -0.107
H 3.354 -1.399 2.019
H -0.163 -1.700 2.573
H -0.337 -0.204 -0.885
H -0.348 -0.236 0.923
H 2.104 0.893 -0.939
H 0.590 1.793 -0.681
H 2.862 1.723 1.225
H 1.533 2.947 1.037
H 0.681 0.360 2.679
H 2.009 1.424 3.317
H 0.200 2.403 4.334
H 0.207 3.457 2.752
H -2.156 2.309 3.664
H -1.458 0.679 3.027
H -2.031 1.261 0.839
H -0.964 2.824 0.979
H -3.094 3.909 2.295
H -4.050 2.408 1.820
H -2.332 1.660 -2.380
H -3.215 0.926 -0.916
H -4.152 1.874 -2.226
H -0.040 -3.701 -3.700
H 1.694 -3.987 -3.141
H 1.396 -2.942 -4.690
H 4.656 -0.927 -3.527
H 4.528 -0.134 -1.800
H 3.160 0.130 -2.978
```

Record 3
Formula: C22H49NO4P2Re
Source: the OMol25 dataset
Level of theory: the ωB97M-V functional and the def2-TZVPD basis

Values from the calculation:
HOMO-LUMO gap (spin up / spin down): 7.518 / 3.837 eV
Relative energy (zero: lowest compared OMol25 entry of this formula, charge and spin): 0.0 kcal per mole
E_LUMO (spin up / spin down): -14.36 / -17.73 eV
Expectation value of S²: 3.78
Charge: +4
2S+1: 4
E_tot: -1982.6839 Eh

Geometry as XYZ:
```
79
C22H49NO4P2Re, DFT the ωB97M-V functional and the def2-TZVPD basis
Re -0.039 -0.141 0.010
C 1.892 -0.333 -0.435
O 3.048 -0.436 -0.606
C -1.929 0.174 0.610
O -3.053 0.364 0.887
P -0.094 2.009 -0.967
C -0.484 2.020 -2.810
H -0.464 3.080 -3.103
C -1.413 3.195 -0.342
H -2.327 2.576 -0.397
C 1.557 2.912 -0.942
H 2.229 2.196 -1.451
C 1.348 -3.268 1.195
P -0.144 -2.407 0.459
H -0.928 -4.026 -1.177
H 2.144 -3.092 0.449
C -1.584 -3.262 1.302
H -1.302 -4.328 1.305
C -1.227 3.590 1.125
H -2.146 4.099 1.456
H -0.391 4.290 1.265
H -1.091 2.724 1.787
C -1.647 4.448 -1.194
H -0.813 5.155 -1.125
H -2.541 4.952 -0.800
H -1.838 4.227 -2.248
C 1.589 4.225 -1.730
H 1.156 4.145 -2.733
H 2.642 4.517 -1.855
H 1.089 5.037 -1.188
C 2.097 3.126 0.476
H 3.154 3.426 0.404
H 2.053 2.211 1.080
H 1.555 3.920 1.005
C 0.598 1.290 -3.608
H 1.573 1.791 -3.538
H 0.303 1.261 -4.667
H 0.716 0.251 -3.268
C -1.886 1.473 -3.088
H -1.982 0.426 -2.765
H -2.068 1.504 -4.172
H -2.670 2.061 -2.595
C 1.129 -4.777 1.352
H 0.737 -5.251 0.444
H 0.448 -4.995 2.185
H 2.095 -5.247 1.585
C 1.813 -2.647 2.520
H 1.090 -2.827 3.329
C -1.063 -2.036 -2.064
H 1.973 -1.564 2.422
H 2.771 -3.105 2.814
C 1.044 -3.480 -1.899
H -0.812 -0.988 -1.638
H -0.745 -2.012 -3.110
H -2.153 -2.153 -2.020
C -0.316 -3.117 -1.280
H 0.904 -3.695 -2.968
H 1.479 -4.371 -1.426
H 1.766 -2.652 -1.812
C -2.911 -3.123 0.548
H -3.202 -2.069 0.453
H -3.686 -3.636 1.134
H -2.880 -3.583 -0.445
C -1.728 -2.786 2.751
H -1.811 -1.689 2.810
H -0.890 -3.109 3.382
H -2.647 -3.221 3.171
H -0.325 -1.839 -5.087
H -0.352 -1.132 -5.339
N 2.165 0.735 3.999
C 0.877 1.505 3.909
C 0.036 0.804 2.873
O -1.171 0.595 3.023
O 0.761 0.420 1.846
H 1.994 -0.263 4.208
H 2.771 1.097 4.741
H 2.694 0.779 3.114
H 0.372 1.517 4.875
H 1.092 2.533 3.595
```

Record 4
Formula: C18H23N3O3W
Source: the OMol25 dataset
Level of theory: the ωB97M-V functional and the def2-TZVPD basis

Values from the calculation:
HOMO-LUMO gap (spin up / spin down): 6.579 / 6.032 eV
E_LUMO (spin up / spin down): -15.59 / -16.07 eV
Expectation value of S²: 2.01
Charge: +4
2S+1: 3
E_tot: -1154.9436 Eh

Geometry as XYZ:
```
48
C18H23N3O3W, DFT the ωB97M-V functional and the def2-TZVPD basis
N -2.066 -1.515 1.709
C -2.943 -0.843 2.057
C -4.183 -0.202 2.450
H -4.950 -0.986 2.578
H -4.500 0.496 1.662
H -4.068 0.340 3.399
N 1.232 2.934 -1.761
C 1.510 4.064 -1.801
C 1.760 5.455 -1.594
H 0.839 6.015 -1.819
H 2.545 5.807 -2.277
H 2.064 5.640 -0.552
N 1.252 -0.900 -1.491
C 1.836 -1.883 -1.273
C 2.722 -3.000 -1.154
H 3.675 -2.679 -0.699
H 2.906 -3.365 -2.176
H 2.272 -3.807 -0.554
W 0.193 1.133 -1.808
C 1.695 0.845 0.219
O 2.754 0.970 0.658
C -0.485 1.955 0.180
O -0.849 2.557 1.098
C -1.900 1.505 -2.041
C -1.632 0.126 -2.083
C -0.681 -0.340 -3.011
C 0.022 0.563 -3.831
C -0.222 1.939 -3.730
C -1.177 2.405 -2.823
H -2.654 1.874 -1.353
H -2.114 -0.569 -1.397
H -0.506 -1.405 -3.089
H 0.791 0.199 -4.491
H 0.313 2.625 -4.369
H -1.327 3.465 -2.673
C -0.229 -3.264 2.993
C 0.426 -2.321 4.008
C 1.145 -1.272 3.148
O 1.279 -1.773 1.797
C 0.432 -2.928 1.648
H -0.143 -4.325 3.228
H -1.287 -3.015 2.893
H 1.156 -2.874 4.602
H -0.287 -1.855 4.688
H 0.550 -0.342 3.121
H 2.150 -1.023 3.527
H 1.036 -3.767 1.266
H -0.352 -2.658 0.920
```

Record 5
Formula: C22H37N5O4
Source: the OMol25 dataset
Level of theory: the ωB97M-V functional and the def2-TZVPD basis

Values from the calculation:
HOMO-LUMO gap: 9.162 eV
SMILES string: [H]/N=C(\CCCC)NCCC[C@H](N)C(=O)O.CNC(=O)[C@H](Cc1ccccc1)NC(C)=O
Relative energy (zero: lowest compared OMol25 entry of this formula, charge and spin): 0.0 kcal per mole
E_LUMO: 0.55 eV
Charge: 0
E_tot: -1435.3072 Eh

Geometry as XYZ:
```
68
C22H37N5O4, DFT the ωB97M-V functional and the def2-TZVPD basis
H -3.540 2.922 2.803
N -2.827 2.455 2.250
C -1.886 3.184 1.749
C -1.848 4.662 1.990
C -0.627 5.073 2.830
C -0.635 4.418 4.219
C 0.577 4.859 5.035
N -0.898 2.579 1.004
C -0.822 1.132 0.750
C -1.836 0.697 -0.309
C -1.633 1.437 -1.643
C -2.478 0.831 -2.773
N -2.103 1.538 -4.024
C -3.990 0.936 -2.448
O -4.565 -0.050 -2.018
O -4.617 2.117 -2.673
H -2.765 4.980 2.497
H -1.809 5.173 1.024
H 0.291 4.797 2.301
H -0.628 6.162 2.944
H -1.551 4.693 4.751
H -0.616 3.327 4.125
H 0.578 5.946 5.166
H 0.554 4.390 6.024
H 1.505 4.564 4.535
H -0.176 3.181 0.622
H 0.188 0.878 0.414
H -1.004 0.577 1.679
H -1.735 -0.380 -0.467
H -2.847 0.880 0.067
H -1.895 2.492 -1.519
H -0.577 1.385 -1.925
H -2.231 -0.231 -2.876
H -2.567 1.114 -4.828
H -2.360 2.524 -3.954
H -5.531 1.967 -2.388
C 2.553 -6.045 1.404
N 1.320 -5.426 1.894
C 0.709 -4.332 1.427
O -0.337 -3.974 1.955
C 1.295 -3.567 0.217
C 0.529 -2.261 -0.060
C 1.124 -1.397 -1.152
C 0.513 -1.328 -2.418
C 1.071 -0.525 -3.427
C 2.250 0.199 -3.178
C 2.862 0.132 -1.914
C 2.295 -0.658 -0.900
N 1.295 -4.401 -0.996
C 2.269 -4.600 -1.884
C 3.620 -3.934 -1.716
O 2.085 -5.352 -2.827
H 2.378 -6.513 0.433
H 2.881 -6.816 2.104
H 3.345 -5.302 1.313
H 0.849 -5.867 2.670
H 2.315 -3.299 0.483
H -0.503 -2.504 -0.320
H 0.502 -1.671 0.857
H -0.385 -1.895 -2.620
H 0.595 -0.465 -4.396
H 2.679 0.815 -3.956
H 3.762 0.698 -1.721
H 2.763 -0.701 0.073
H 0.436 -4.883 -1.211
H 3.510 -2.862 -1.849
H 4.032 -4.159 -0.736
H 4.292 -4.315 -2.484
```

Record 6
Formula: C10H16N2Si
Source: the OMol25 dataset
Level of theory: the ωB97M-V functional and the def2-TZVPD basis

Values from the calculation:
HOMO-LUMO gap (spin up / spin down): 7.067 / 6.677 eV
Relative energy (zero: lowest compared OMol25 entry of this formula, charge and spin): 59.7 kcal per mole
E_LUMO (spin up / spin down): 0.07 / -0.31 eV
Charge: 0
E_tot: -789.5173 Eh

Geometry as XYZ:
```
29
C10H16N2Si, DFT the ωB97M-V functional and the def2-TZVPD basis
C 4.255 -0.295 -0.580
C 3.559 -1.480 -0.671
C 3.795 0.852 -0.085
C 2.255 -1.469 -0.357
C 2.408 0.938 0.451
C 1.595 -0.258 0.169
C 2.094 2.019 1.149
C -2.500 -1.868 -0.601
C -2.971 1.123 -1.460
C -3.377 0.447 1.713
N 0.205 -0.337 0.296
N -0.804 0.386 0.396
Si -2.435 -0.010 0.062
H 5.322 -0.291 -0.829
H 4.089 -2.390 -1.018
H 4.466 1.794 -0.068
H 1.537 -2.242 -0.620
H 2.788 2.818 1.426
H 1.111 1.928 1.744
H -1.811 -2.585 -0.071
H -3.532 -2.094 -0.628
H -2.019 -1.754 -1.564
H -2.226 0.844 -2.256
H -4.067 1.093 -1.676
H -2.898 2.237 -1.282
H -3.018 1.508 2.067
H -4.496 0.761 1.681
H -3.217 -0.256 2.495
H -0.109 -1.420 0.117
```

What did the second record say?
Formula: C17H33NO4PS2
Source: the OMol25 dataset
Level of theory: the ωB97M-V functional and the def2-TZVPD basis

Values from the calculation:
HOMO-LUMO gap: 7.393 eV
E_LUMO: 2.80 eV
Charge: -1
E_tot: -2160.7681 Eh

Geometry as XYZ:
```
58
C17H33NO4PS2, DFT the ωB97M-V functional and the def2-TZVPD basis
C -2.527 -2.265 0.871
C -1.680 -2.378 -0.269
C -0.254 -3.054 -0.370
P 1.316 -2.000 -0.007
S 3.206 -1.151 0.657
S 0.927 -2.406 2.101
C 0.369 -0.305 0.029
C 1.271 1.013 -0.149
C 1.712 1.812 1.160
C 1.132 1.389 2.564
C 0.037 2.423 3.193
C -1.426 1.823 2.913
C -1.865 2.249 1.398
C -3.203 3.116 1.485
O -3.632 3.718 0.227
C -2.915 3.213 -0.892
C -3.185 1.828 -1.627
O -1.960 3.913 -1.313
N 1.745 -1.689 -1.710
C 0.830 -1.884 -2.768
C 1.012 -3.238 -3.660
O -0.068 -1.127 -3.238
C 3.153 -1.892 -2.069
C 3.969 -0.630 -2.677
O 3.791 -2.969 -2.010
H -3.616 -2.601 0.734
H -2.264 -1.810 1.873
H -2.121 -1.964 -1.252
H -0.297 -3.798 0.519
H -0.143 -3.824 -1.227
H 2.050 -3.261 -0.107
H 3.354 -1.399 2.019
H -0.163 -1.700 2.573
H -0.337 -0.204 -0.885
H -0.348 -0.236 0.923
H 2.104 0.893 -0.939
H 0.590 1.793 -0.681
H 2.862 1.723 1.225
H 1.533 2.947 1.037
H 0.681 0.360 2.679
H 2.009 1.424 3.317
H 0.200 2.403 4.334
H 0.207 3.457 2.752
H -2.156 2.309 3.664
H -1.458 0.679 3.027
H -2.031 1.261 0.839
H -0.964 2.824 0.979
H -3.094 3.909 2.295
H -4.050 2.408 1.820
H -2.332 1.660 -2.380
H -3.215 0.926 -0.916
H -4.152 1.874 -2.226
H -0.040 -3.701 -3.700
H 1.694 -3.987 -3.141
H 1.396 -2.942 -4.690
H 4.656 -0.927 -3.527
H 4.528 -0.134 -1.800
H 3.160 0.130 -2.978
```

Q: E_tot of number 5 (C22H37N5O4)?
A: -1435.3072 Eh